Entry 1:
The following is a DFT calculation (the ωB97M-V functional and the def2-TZVPD basis) of a single C4H5BrN2O molecule.

ORCA input file:
```
! RIJCOSX wB97M-V def2-TZVPD def2/J DEFGRID3
* xyz 0 3
C 2.1263 0.3243 0.3183
C 0.7819 -1.0655 1.0869
C 0.0916 -0.4469 0.0558
C -1.9885 0.3180 -0.7606
N 2.0483 -0.5926 1.2577
N 1.0066 0.4499 -0.4985
O -1.2210 -0.7395 -0.1894
Br -0.0080 -2.3038 2.3308
H 2.8606 1.1437 0.0759
H -1.7755 1.2270 -0.1417
H -2.9513 -0.0501 -0.6600
H -1.6970 0.4719 -1.7528
H 0.7262 1.2633 -1.1225
*
```

Computed properties:
orbital gap (alpha / beta)	4.8 / 8.2	eV
energy relative to the best compared isomer or geometry (same formula, charge and spin)	1.002	eV



Entry 2:
The following is a DFT calculation (the ωB97M-V functional and the def2-TZVPD basis) of a molecular structure, C30H37N6O3S2SiY.

ORCA input file:
```
! RIJCOSX wB97M-V def2-TZVPD def2/J DEFGRID3
* xyz 0 1
Y -0.0190 0.6120 -0.1405
N 2.7201 0.8942 -3.7588
C 2.4917 1.0590 -2.4225
S 1.6363 2.4658 -1.9094
N 2.9888 0.1343 -1.6382
N 2.5978 0.2389 -0.3530
C 3.4637 0.0965 0.5859
C 4.8928 -0.2264 0.3652
C 5.2633 -1.2851 -0.4626
C 6.6010 -1.5850 -0.6612
C 7.5882 -0.8228 -0.0534
C 7.2303 0.2447 0.7568
C 5.8932 0.5389 0.9667
C 2.9842 0.4483 1.9371
C 3.6347 0.0182 3.0938
C 3.1968 0.4765 4.3229
C 2.1286 1.3595 4.3686
C 1.5035 1.6951 3.1777
N 1.9013 1.2446 1.9917
H 2.6832 1.7336 -4.3103
H 3.4222 0.2125 -4.0031
H 4.4957 -1.8720 -0.9462
H 6.8765 -2.4154 -1.2987
H 8.6328 -1.0590 -0.2105
H 7.9954 0.8512 1.2244
H 5.6235 1.3845 1.5869
H 4.4636 -0.6697 3.0111
H 3.6799 0.1466 5.2336
H 1.7770 1.7735 5.3033
H 0.6352 2.3399 3.1700
C -3.0672 0.0073 3.1238
C -2.0972 0.2706 1.9870
O -2.4874 0.1567 0.8035
O -0.9151 0.6191 2.2745
H -3.9896 -0.4190 2.7374
H -3.2809 0.9489 3.6333
H -2.6136 -0.6671 3.8482
C -3.6454 4.0064 -1.1515
S -3.0115 2.6562 -0.1083
C -3.1776 3.5546 1.4619
O -1.5275 2.6539 -0.3544
H -3.2256 4.9657 -0.8552
H -4.7322 4.0100 -1.0691
H -3.3572 3.7731 -2.1749
H -2.6596 4.5082 1.3780
H -2.6998 2.9412 2.2247
H -4.2325 3.6938 1.6955
C -0.3114 -1.6987 -3.5118
Si -1.0547 -0.1794 -2.5934
C -0.9372 1.1857 -3.9361
C -2.9428 -0.5196 -2.5399
C -3.4805 -1.7884 -2.3192
C -4.8513 -2.0029 -2.2794
C -5.7274 -0.9433 -2.4654
C -5.2184 0.3272 -2.6929
C -3.8463 0.5287 -2.7261
H -0.8485 -1.8686 -4.4494
H -0.3500 -2.6287 -2.9375
H 0.7371 -1.5106 -3.7546
H -1.6388 1.0004 -4.7556
H 0.0701 1.2146 -4.3528
H -1.1363 2.1790 -3.5268
H -2.8183 -2.6387 -2.1898
H -5.2406 -3.0005 -2.1105
H -6.7973 -1.1116 -2.4513
H -5.8975 1.1561 -2.8612
H -3.4654 1.5252 -2.9280
N 0.6941 -1.8115 2.9981
C -0.2797 -2.3444 2.2017
C -1.2196 -3.2334 2.7469
C -2.1180 -3.8567 1.9142
C -2.0522 -3.6139 0.5450
C -1.1052 -2.7252 0.0940
N -0.2486 -2.0654 0.8879
H 0.4767 -1.7269 3.9752
H 1.1580 -1.0071 2.6150
H -1.2107 -3.4151 3.8142
H -2.8571 -4.5382 2.3151
H -2.7289 -4.0965 -0.1450
H -1.0159 -2.5043 -0.9624
*
```

Computed properties:
orbital gap	6.7	eV
energy relative to the best compared isomer or geometry (same formula, charge and spin)	1.608	eV



Entry 3:
The following is a DFT calculation (the ωB97M-V functional and the def2-TZVPD basis) of a molecular structure, C37H32F4N4O2PPtSb2.

ORCA input file:
```
! RIJCOSX wB97M-V def2-TZVPD def2/J DEFGRID3
* xyz 1 1
Pt 0.1689 0.0635 -0.2002
O -1.1487 2.7145 1.0463
C -0.0776 2.3099 1.4783
O 0.2638 1.0756 1.5734
C 1.0457 3.2493 1.7786
C 0.9849 4.3601 2.6052
C 2.1062 5.1652 2.7342
C 3.2678 4.8809 2.0301
C 3.3254 3.7830 1.1890
C 2.2090 2.9634 1.0599
P 2.2673 1.6171 -0.1617
C 3.8401 0.8002 0.1890
C 4.8784 0.7030 -0.7321
C 6.0223 0.0023 -0.3925
C 6.1296 -0.6041 0.8500
C 5.1045 -0.4855 1.7779
C 3.9588 0.2107 1.4492
C 2.4142 2.4200 -1.7728
C 2.5861 1.5672 -2.8651
C 2.6651 2.0883 -4.1415
C 2.5472 3.4592 -4.3357
C 2.3426 4.3031 -3.2546
C 2.2659 3.7907 -1.9698
H 0.0688 4.5786 3.1330
H 2.0739 6.0251 3.3836
H 4.1324 5.5185 2.1307
H 4.2216 3.5676 0.6249
H 4.8020 1.1808 -1.6981
H 6.8327 -0.0709 -1.1017
H 7.0087 -1.1780 1.0933
H 5.2011 -0.9349 2.7552
H 3.1436 0.3176 2.1544
H 2.6555 0.5011 -2.6948
H 2.8164 1.4320 -4.9847
H 2.6008 3.8698 -5.3322
H 2.2479 5.3688 -3.4060
H 2.1085 4.4507 -1.1266
C 1.8054 -2.1536 3.0037
Sb 0.6020 -2.1341 1.2317
C 1.3496 -3.8379 0.1641
C -1.2068 -3.0344 1.9483
H 1.5514 -3.0403 3.5741
H 1.5884 -1.2671 3.5902
H 2.8549 -2.1739 2.7299
H 1.4738 -4.6471 0.8762
H 2.2986 -3.6162 -0.3140
H 0.6278 -4.1351 -0.5905
H -0.9700 -4.0680 2.1865
H -1.9823 -3.0031 1.1866
H -1.5510 -2.5203 2.8406
F 2.2615 -1.6770 -3.6268
C 1.9738 -2.7746 -4.3635
C 3.0040 -3.4267 -4.9906
F 4.2377 -2.9284 -4.8375
C 2.7810 -4.5926 -5.7682
C 1.4207 -4.9805 -5.9059
C 0.3956 -4.3074 -5.2784
F -0.8589 -4.7455 -5.4152
C 0.6330 -3.1892 -4.4586
C -0.4006 -2.5134 -3.7354
C -0.1126 -1.6754 -2.7064
N 0.0831 -0.9946 -1.7763
C -1.7782 -2.6193 -4.0037
N -2.9144 -2.6220 -4.1684
F 1.1123 -6.0466 -6.6432
C 3.8474 -5.3254 -6.3350
C 5.1898 -4.9688 -6.1383
N 6.2981 -4.7076 -5.9809
C 3.6762 -6.4825 -7.1078
N 3.6020 -7.4377 -7.7431
C -1.4288 3.9449 -1.6125
Sb -1.4212 1.8060 -1.5162
C -1.1913 1.3803 -3.6185
C -3.4853 1.3583 -1.1817
H -2.1564 4.2129 -2.3717
H -0.4511 4.3236 -1.8915
H -1.7269 4.3457 -0.6513
H -1.6468 2.1747 -4.1963
H -1.6805 0.4437 -3.8603
H -0.1388 1.3086 -3.8762
H -4.0758 1.9302 -1.8902
H -3.7469 1.6399 -0.1666
H -3.6636 0.2971 -1.3345
*
```

Computed properties:
orbital gap (alpha / beta)	3.1 / 3.1	eV
energy relative to the best compared isomer or geometry (same formula, charge and spin)	1.824	eV



Entry 4:
The following is a DFT calculation (the ωB97M-V functional and the def2-TZVPD basis) of a molecular structure, C25H42N2O4SSi2Sm.

ORCA input file:
```
! RIJCOSX wB97M-V def2-TZVPD def2/J DEFGRID3
* xyz 1 6
Sm 0.2163 0.7306 -0.6852
C 0.0131 1.0533 -4.4919
C -0.4842 2.3910 -3.9399
O -1.3310 2.1346 -2.8270
C -1.7710 3.3389 -2.2142
C -2.6635 2.9786 -1.0158
O -2.1838 1.7983 -0.3621
C -3.0815 0.6933 -0.3847
C -3.0766 -0.0600 -1.7171
O -1.7645 -0.5720 -1.9261
C -1.5868 -1.1667 -3.2076
C -0.0878 -1.1268 -3.5341
O 0.4198 0.1953 -3.4195
H 0.8665 1.2303 -5.1553
H -0.7759 0.5765 -5.0782
H -1.0352 2.9338 -4.7187
H 0.3708 2.9974 -3.6128
H -2.3359 3.9586 -2.9247
H -0.8941 3.9073 -1.8720
H -3.7051 2.8346 -1.3212
H -2.6142 3.7964 -0.2873
H -2.7174 0.0247 0.4018
H -4.1026 1.0139 -0.1494
H -3.3516 0.6183 -2.5386
H -3.8041 -0.8818 -1.6761
H -2.1542 -0.5987 -3.9579
H -1.9473 -2.2041 -3.2123
H 0.0955 -1.5272 -4.5385
H 0.4611 -1.7184 -2.7940
C -1.3712 -3.5494 0.2712
Si -1.4791 -2.2658 1.6886
C -3.3431 -1.7815 1.7478
C -1.3023 -3.1725 3.3711
C -0.1873 -0.9032 1.2918
C 1.0487 -1.6248 0.8822
C 1.7273 -2.5889 1.6457
C 2.8327 -3.2416 1.1452
C 3.2826 -2.9209 -0.1327
C 2.5757 -1.9761 -0.8441
N 1.4928 -1.3487 -0.3715
Si 0.0857 0.2975 2.7606
C 1.7271 0.1379 3.7412
C 0.0422 2.1251 2.0885
C -1.3363 0.3696 4.0358
H -1.9469 -4.4345 0.5163
H -0.3494 -3.8657 0.0957
H -1.7582 -3.1560 -0.6635
H -3.8497 -2.5087 2.3725
H -3.8322 -1.8155 0.7804
H -3.5322 -0.8148 2.1979
H -1.7326 -4.1679 3.3070
H -1.8500 -2.6350 4.1395
H -0.2836 -3.2847 3.7254
H 1.3636 -2.8225 2.6306
H 3.3432 -3.9916 1.7339
H 4.1499 -3.3978 -0.5565
H 2.8825 -1.6937 -1.8463
H 2.4649 0.8620 3.4103
H 2.1684 -0.8457 3.6308
H 1.5580 0.2985 4.8011
H 0.7354 2.2983 1.2507
H 0.3421 2.8129 2.8768
H -0.9695 2.4131 1.7933
H -1.3590 -0.5109 4.6644
H -2.3099 0.4610 3.5664
H -1.2090 1.2328 4.6824
S 1.5732 3.0573 -1.4549
C 2.9430 2.4375 -0.6201
C 4.1742 3.1057 -0.6244
C 5.2105 2.5927 0.1188
C 5.0044 1.4120 0.8351
C 3.7705 0.7998 0.7557
N 2.7436 1.2845 0.0516
H 4.2760 4.0027 -1.2148
H 6.1619 3.1037 0.1516
H 5.7844 0.9845 1.4451
H 3.5626 -0.1208 1.2865
*
```

Computed properties:
orbital gap (alpha / beta)	7.1 / 8.3	eV
energy relative to the best compared isomer or geometry (same formula, charge and spin)	0.769	eV



Entry 5:
The following is a DFT calculation (the ωB97M-V functional and the def2-TZVPD basis) of a single C4H5ClFNO molecule.

ORCA input file:
```
! RIJCOSX wB97M-V def2-TZVPD def2/J DEFGRID3
* xyz 0 1
C 0.3948 -0.6600 -1.1201
C -0.0803 -0.0669 0.1725
C -0.0138 1.4103 0.3375
C 0.1564 -0.9270 1.3898
H 1.4665 -0.9335 -0.9915
H 0.4653 1.8991 -0.5447
H 0.2107 1.8563 1.2953
H -1.6622 0.8824 -0.6553
H -0.2761 -0.4604 2.3393
N -1.2879 0.7897 0.2336
O 0.7989 -1.9593 1.3848
F 0.3314 0.2475 -2.1449
Cl -0.5036 -2.0784 -1.6961
*
```

Computed properties:
SMILES string	O=C[C@]1([C@H](F)Cl)CN1
orbital gap	11.0	eV
energy relative to the best compared isomer or geometry (same formula, charge and spin)	1.276	eV



Entry 6:
The following is a DFT calculation (the ωB97M-V functional and the def2-TZVPD basis) of 2 unconnected molecules or ions with the total composition C20H41O6PSi.

ORCA input file:
```
! RIJCOSX wB97M-V def2-TZVPD def2/J DEFGRID3
* xyz 0 1
C -4.3255 7.5237 -3.4715
C -4.3344 6.9919 -2.2806
C -3.6966 7.7549 -1.1522
O -3.9417 8.8769 -1.0242
O -2.8430 7.1530 -0.2951
C -2.2164 5.9709 -0.8286
C -1.1511 5.4468 0.1524
C -1.6053 4.1168 0.7752
C -1.5702 2.9454 -0.2378
C -0.7805 1.7088 0.2731
C 0.5551 1.5636 -0.4866
Si 1.5074 -0.0584 -0.3620
C 1.4509 -0.9328 -2.0590
C 2.4731 -0.3394 -3.0554
O 2.1275 -0.5938 -4.4091
C 1.0391 -1.3069 0.9874
C 0.3441 -0.7423 2.2391
C 0.2664 -2.5442 0.4655
C -1.1513 -2.2299 -0.0581
C -1.4425 -3.1327 -1.2947
P 3.6846 0.4943 -0.0954
O 3.8147 1.2140 1.3946
O 4.4507 -1.0118 -0.0087
H -5.1227 7.2929 -4.1616
H -3.5029 8.1631 -3.7480
H -4.8039 6.0353 -2.0925
H -1.8045 6.1331 -1.8196
H -2.9857 5.1967 -0.8711
H -0.2536 5.2307 -0.4261
H -0.9626 6.1968 0.9126
H -2.6199 4.2348 1.1531
H -0.9546 3.9330 1.6317
H -1.1828 3.2964 -1.1922
H -2.6057 2.6335 -0.3702
H -1.4184 0.8287 0.2581
H -0.5430 1.9123 1.3155
H 1.1946 2.3978 -0.1838
H 0.3464 1.7448 -1.5462
H 0.4506 -0.8236 -2.4906
H 1.7039 -1.9867 -1.9485
H 2.6226 0.7297 -2.9021
H 3.4263 -0.8410 -2.8753
H 1.2187 -0.9164 -4.4319
H 1.9890 -1.7287 1.3433
H -0.7083 -0.5844 1.9983
H 0.7690 0.1970 2.5823
H 0.3371 -1.4997 3.0215
H 0.1505 -3.1809 1.3496
H 0.8650 -3.1287 -0.2283
H -1.2797 -1.2088 -0.4124
H -1.8627 -2.5364 0.7024
H -0.5259 -3.3809 -1.8253
H -1.8862 -4.0790 -0.9888
H -2.1301 -2.6642 -1.9989
H 4.7557 1.3331 1.5878
H 3.9703 -1.6016 -0.6086
C 2.5858 -6.9314 2.3592
C 1.2018 -7.5617 2.2690
C 0.4095 -6.7155 3.2546
O 0.9967 -5.4104 3.2365
C 2.2439 -5.4606 2.5373
H 3.2127 -7.1192 1.4885
H 3.1086 -7.3049 3.2429
H 0.8009 -7.4360 1.2600
H 1.1848 -8.6234 2.5115
H 0.4894 -7.1112 4.2726
H -0.6471 -6.6417 2.9937
H 2.1098 -4.9649 1.5687
H 3.0014 -4.9168 3.1031
*
```

Computed properties:
SMILES string	C=CC(=O)OCCCCCC[Si@](CCO)([C@@H](C)CCC)P(O)O.C1CCOC1
orbital gap	8.1	eV
energy relative to the best compared isomer or geometry (same formula, charge and spin)	1.303	eV



Entry 7:
The following is a DFT calculation (the ωB97M-V functional and the def2-TZVPD basis) of 2 unconnected molecules or ions with the total composition C5H6ClF3O.

ORCA input file:
```
! RIJCOSX wB97M-V def2-TZVPD def2/J DEFGRID3
* xyz 0 1
C 1.6324 0.3965 0.9839
C 0.4968 0.3608 0.2502
C -0.7048 0.9753 3.0738
C -1.7802 0.9279 2.2440
C -1.0129 -1.0104 -0.9241
O -0.1651 -0.8498 0.2158
F -0.2506 0.1717 4.0308
F 0.1569 1.9949 2.9828
F -1.9013 1.9996 1.4649
Cl -3.0088 -0.1800 2.1656
H 2.2948 -0.4112 1.2956
H 2.1306 1.3189 1.0993
H 0.0670 1.2693 0.0301
H -0.6470 -0.6161 -1.8571
H -1.9934 -0.4251 -0.7115
H -1.4328 -2.0198 -0.8733
*
```

Computed properties:
SMILES string	FC(F)=C(F)Cl.C=COC
orbital gap	9.7	eV



Entry 8:
The following is a DFT calculation (the ωB97M-V functional and the def2-TZVPD basis) of a molecular structure, C33H33AsF6IMoN4OPS.

ORCA input file:
```
! RIJCOSX wB97M-V def2-TZVPD def2/J DEFGRID3
* xyz 1 2
Mo -1.3201 0.3763 0.2605
N -0.7610 -1.6678 2.8117
N -0.4333 -2.9391 2.3392
C -0.4315 -3.1914 1.0453
N -0.2476 -4.4732 0.6755
S -0.6697 -2.0618 -0.2134
H -0.2860 -1.4979 3.6857
H -1.7709 -1.5876 2.8991
H -0.4417 -3.7243 2.9765
H 0.0545 -5.1719 1.3340
H -0.1425 -4.6704 -0.3043
I 0.0536 3.7939 0.8035
C 1.7653 3.5674 1.9360
C 1.8529 4.3745 3.0311
C 3.0841 4.5429 3.7054
C 4.2023 3.9767 3.1879
C 4.1283 3.1181 2.0583
C 5.3240 2.6059 1.5033
C 5.2928 1.7838 0.4216
C 4.0499 1.3317 -0.0563
C 2.8577 1.7699 0.4626
P 1.4606 0.6303 -0.0432
C 2.2945 -0.9144 0.4887
C 2.4030 -1.0380 1.8742
C 3.1026 -2.0943 2.4379
C 3.6926 -3.0506 1.6198
C 3.5878 -2.9318 0.2405
C 2.9003 -1.8628 -0.3249
C 1.5920 0.7137 -1.8762
C 1.2737 -0.3745 -2.6954
C 1.3152 -0.2525 -4.0777
C 1.6180 0.9694 -4.6613
C 1.8888 2.0711 -3.8544
C 1.8940 1.9400 -2.4735
C 2.8702 2.7960 1.4695
H 0.9846 4.9308 3.3596
H 3.1344 5.1792 4.5798
H 5.1756 4.1785 3.6201
H 6.2679 2.8976 1.9504
H 6.2070 1.4278 -0.0361
H 4.0484 0.5807 -0.8380
H 1.9540 -0.2858 2.5145
H 3.2034 -2.1633 3.5153
H 4.2528 -3.8692 2.0553
H 4.0665 -3.6592 -0.4045
H 2.8681 -1.7726 -1.4017
H 0.9872 -1.3208 -2.2560
H 1.1005 -1.1141 -4.6997
H 1.6490 1.0646 -5.7402
H 2.1105 3.0324 -4.3017
H 2.1196 2.8015 -1.8549
C -1.1198 0.7613 -1.6225
C -1.4802 1.3814 -2.8121
C -1.7718 0.6089 -3.9585
C -2.3592 1.2095 -5.0484
C -2.6261 2.5801 -5.0122
C -2.3028 3.3637 -3.9054
C -1.7284 2.7705 -2.8042
H -1.5615 -0.4526 -3.9423
H -2.6178 0.6258 -5.9218
H -3.1020 3.0460 -5.8676
H -2.5150 4.4249 -3.9052
H -1.4916 3.3404 -1.9153
C -3.9497 -4.5606 1.3392
N -4.7809 -3.3719 1.2312
C -6.1196 -3.4332 0.6385
C -4.2661 -2.1902 1.6041
O -3.1227 -2.0319 2.0149
H -4.4418 -5.3863 0.8321
H -3.7914 -4.8304 2.3849
H -2.9793 -4.3865 0.8769
H -6.4636 -4.4632 0.6457
H -6.1205 -3.0706 -0.3895
H -6.8191 -2.8341 1.2186
H -4.9850 -1.3641 1.5103
F -0.9149 0.8203 2.0467
As -4.2843 1.3594 2.0370
F -5.7503 0.9668 2.8518
F -2.9782 -0.2840 -0.2802
F -5.1211 1.5690 0.5333
F -2.3235 2.0384 0.3931
F -4.2959 3.0282 2.4778
*
```

Computed properties:
orbital gap (alpha / beta)	6.0 / 5.6	eV
energy relative to the best compared isomer or geometry (same formula, charge and spin)	4.101	eV



Record order is preserved below.
M: 177.0 710.8 1110.3 673.2 137.5 436.6 174.5 976.4 g/mol